[1]
This record from the Open Molecules 2025 dataset describes a structure of composition C12H15Cl5N3ORhS at a distorted geometry. The level of theory is ωB97M-V with the def2-TZVPD basis set.

XYZ file:
```
38
C12H15Cl5N3ORhS | the Open Molecules 2025 dataset | ωB97M-V with the def2-TZVPD basis set
Rh -0.217 0.285 0.796
N -0.205 0.000 3.134
C -1.231 -0.983 3.501
C -1.122 -2.160 2.560
N -1.366 -1.692 1.197
H 0.723 -0.353 3.343
H -0.343 0.882 3.615
H -2.207 -0.507 3.390
H -1.126 -1.326 4.533
H -1.817 -2.946 2.864
H -0.107 -2.561 2.603
H -2.356 -1.555 1.018
H -1.025 -2.364 0.518
C 0.903 2.041 0.868
C 1.902 -0.738 -0.027
C 3.939 0.133 -0.925
O 1.565 -1.279 0.977
H 1.634 2.062 0.079
H 1.447 2.031 1.816
H 0.289 2.932 0.769
H 2.166 1.156 -0.684
H 4.987 0.324 -0.822
H 2.771 0.597 -2.307
H 2.717 -1.228 -1.924
Cl -2.848 -1.154 -1.583
C -1.407 -0.424 -2.262
C -0.290 -0.351 -1.460
C 0.998 0.023 -1.942
Cl 2.454 -0.018 -1.256
C 0.841 0.605 -3.284
Cl 2.267 1.332 -4.041
C -0.287 0.553 -4.080
Cl -0.257 1.137 -5.697
C -1.459 0.008 -3.565
Cl -2.879 -0.100 -4.515
S -4.378 2.425 0.943
C -2.884 1.821 0.913
N -1.794 1.391 0.936
```

The calculation puts the electronic energy at -3514.5686 hartree. Its charge is 0. The orbital gap (alpha / beta) is 6.07 / 5.97 eV. The HOMO energy (alpha / beta) is -0.268 / -0.266 hartree.

[2]
This record from the Open Molecules 2025 dataset describes a structure of composition C12H15CrN8O15 at a distorted geometry. The level of theory is ωB97M-V with the def2-TZVPD basis set.

XYZ file:
```
51
C12H15CrN8O15 | the Open Molecules 2025 dataset | ωB97M-V with the def2-TZVPD basis set
Cr 1.698 0.987 -1.149
N 4.752 -0.227 -0.227
O 3.468 0.000 -0.288
O 5.235 -1.001 -1.015
O 5.393 0.355 0.644
N -0.100 0.464 0.723
O -0.898 0.005 1.515
O 1.149 0.459 0.901
O -0.326 0.490 -0.532
N 0.299 1.629 -4.144
O 0.601 1.234 -2.956
O 0.983 1.270 -5.090
O -0.708 2.324 -4.285
N 2.176 -1.535 -2.979
O 1.620 -1.018 -1.917
O 3.160 -2.240 -2.829
O 1.705 -1.301 -4.080
N 1.974 3.583 -0.504
O 1.993 4.708 -0.084
O 0.890 3.003 -0.882
O 2.919 2.763 -0.467
N -2.207 3.399 -1.045
C -3.536 3.573 -0.730
C -3.999 4.699 -1.348
C -2.882 5.282 -2.015
C -1.824 4.434 -1.846
H -1.650 2.658 -0.658
H -4.057 2.737 -0.286
H -5.045 4.953 -1.421
H -2.881 6.188 -2.598
H -0.793 4.506 -2.141
N -2.532 -2.349 0.905
C -3.160 -2.865 -0.191
C -3.608 -4.126 0.074
C -3.322 -4.339 1.461
C -2.608 -3.268 1.918
H -1.952 -1.522 0.879
H -3.279 -2.265 -1.079
H -4.067 -4.884 -0.535
H -3.508 -5.218 2.061
H -2.280 -3.090 2.927
N 1.250 -1.752 3.218
C 2.446 -1.881 2.569
C 3.143 -2.901 3.154
C 2.415 -3.293 4.325
C 1.278 -2.534 4.346
H 0.555 -1.047 3.046
H 2.692 -1.410 1.629
H 4.035 -3.353 2.754
H 2.827 -3.887 5.126
H 0.566 -2.396 5.144
```

The calculation puts the electronic energy at -3076.9000 hartree. Its charge is -2. The expectation value of S² is 3.7929. The orbital gap (alpha / beta) is 6.56 / 7.60 eV. The HOMO energy (alpha / beta) is -0.141 / -0.140 hartree. As for the spin multiplicity: 4.